ORCA calculation (wB97M-V/def2-TZVPD) on a molecular structure, C34H44FGe2N7O2S2Y at a distorted geometry.

## Properties
Total energy ... -188964.052 eV
HOMO level (alpha / beta) ... -5.9 / -7.8 eV
Spin multiplicity ... 2

Last column: Löwdin charge in e.
Geometry (Å):
Y  -1.239  -0.640  -0.280  1.3905
N  -4.707  -3.313  5.916  0.1059
C  -3.568  -2.791  5.273  -0.3187
C  -3.759  -1.745  4.390  -0.0202
C  -2.680  -1.233  3.708  -0.0456
C  -1.448  -1.871  3.823  -0.3076
C  -1.257  -2.924  4.739  -0.0499
C  -2.318  -3.287  5.523  -0.0418
S  -0.243  -1.646  2.598  0.6455
O  1.024  -2.163  3.063  -0.2823
O  -0.293  -0.252  2.075  -0.4094
N  -0.756  -2.374  1.247  -0.2031
C  -1.641  -3.348  1.053  -0.5059
N  -1.909  -4.282  1.928  0.1503
C  -2.822  -5.219  1.550  -0.0957
C  -3.418  -5.252  0.318  -0.0635
C  -3.025  -4.251  -0.554  -0.1330
N  -2.198  -3.281  -0.216  0.0684
H  -5.446  -2.659  6.124  0.0904
H  -4.564  -3.949  6.658  0.0702
H  -4.757  -1.344  4.270  0.1200
H  -2.771  -0.429  2.980  0.1074
H  -0.334  -3.470  4.731  0.1135
H  -2.143  -4.030  6.339  0.1325
H  -2.995  -6.018  2.291  0.1190
H  -4.110  -5.998  0.055  0.0852
H  -3.397  -4.123  -1.577  0.1157
S  -3.974  0.374  -0.224  0.4453
C  -3.016  1.816  0.266  -0.7587
C  -3.582  2.983  0.724  -0.1166
C  -2.777  4.037  1.098  -0.0498
C  -1.382  3.962  0.921  -0.0519
C  -0.924  2.794  0.400  -0.1438
N  -1.668  1.726  0.160  -0.0773
H  -4.637  3.047  0.807  0.0901
H  -3.183  5.003  1.446  0.1168
H  -0.683  4.749  1.117  0.0981
H  0.128  2.586  0.202  0.1016
F  0.378  -0.294  -1.358  -0.5188
C  1.754  2.888  -2.721  -0.2608
Ge  3.445  2.147  -2.194  0.6035
C  3.997  0.950  -3.616  -0.2716
C  4.741  3.645  -2.127  -0.2308
Ge  3.169  0.887  -0.269  0.9744
C  2.779  1.944  1.321  -0.3981
C  2.253  1.345  2.449  -0.1465
C  1.775  2.071  3.535  -0.0909
C  1.872  3.444  3.508  -0.0975
C  2.393  4.083  2.348  -0.0836
C  2.844  3.306  1.278  -0.1540
C  4.303  -0.619  0.216  -0.3503
C  4.855  -0.700  1.521  -0.1176
C  5.713  -1.733  1.877  -0.0990
C  6.159  -2.615  0.913  -0.1158
C  5.627  -2.607  -0.363  -0.0890
C  4.665  -1.629  -0.730  -0.0965
H  1.898  3.731  -3.413  0.0259
H  1.250  3.353  -1.840  0.0145
H  1.072  2.135  -3.103  0.0005
H  3.796  1.329  -4.626  0.0222
H  3.463  -0.020  -3.539  0.0180
H  5.045  0.731  -3.607  0.0047
H  4.551  4.211  -3.012  0.0054
H  5.715  3.226  -2.088  -0.0021
H  4.654  4.237  -1.200  0.0077
H  2.122  0.287  2.449  0.0648
H  1.325  1.539  4.413  0.1237
H  1.497  3.997  4.424  0.1167
H  2.545  5.142  2.400  0.0877
H  3.381  3.860  0.511  0.0747
H  4.748  0.062  2.291  0.0953
H  6.144  -1.800  2.894  0.1115
H  6.981  -3.290  1.096  0.0972
H  5.943  -3.327  -1.067  0.0823
H  4.214  -1.597  -1.706  0.0746
C  -2.597  1.975  -4.866  -0.0329
C  -2.303  0.486  -4.672  -0.6163
C  -3.461  -0.406  -5.098  -0.0506
C  -1.004  0.037  -5.370  -0.0395
N  -2.085  0.372  -3.193  -0.0825
N  -1.780  -0.952  -2.754  -0.0748
H  -2.847  2.201  -5.907  0.0903
H  -1.748  2.518  -4.529  0.0690
H  -3.459  2.272  -4.295  0.0769
H  -3.618  -0.312  -6.172  0.0863
H  -4.417  -0.108  -4.633  0.0945
H  -3.210  -1.433  -4.834  0.0610
H  -0.922  0.333  -6.440  0.0969
H  -0.888  -1.037  -5.335  0.0683
H  -0.194  0.543  -4.830  0.0782
H  -2.895  0.736  -2.682  0.0475
H  -0.798  -1.049  -3.007  0.0657
H  -2.367  -1.681  -3.194  0.0883



ORCA calculation (wB97M-V/def2-TZVPD) on 2 unconnected molecules or ions with the total composition C34H44INO9 at a distorted geometry.

## Properties
Total energy ... -63977.525 eV
HOMO level ... -8.2 eV
Structure (SMILES) ... [H]/N=C\C[C@@]1(I)OC(=O)[C@](COc2cc(C)ccc2C(C)C)(CC(=O)O)[C@]1(COCCC)Cc1cccc(C)c1.O=C1OCCO1

Last column: Löwdin charge in e.
Geometry (Å):
H  4.433  -2.140  -2.429  0.0024
N  3.875  -3.007  -2.527  0.0743
C  2.647  -2.725  -2.919  -0.1863
C  2.244  -1.199  -3.169  -0.2170
C  0.740  -0.799  -2.778  -0.6287
I  0.533  1.067  -3.962  0.9697
O  -0.005  -1.975  -3.269  -0.0769
C  -0.574  -2.729  -2.166  -0.3161
O  -0.667  -3.961  -2.038  0.1181
C  -1.100  -1.522  -1.203  -0.1786
C  -1.651  -2.024  0.247  -0.0914
O  -3.071  -1.887  0.413  -0.1023
C  -3.481  -0.701  1.054  -0.1333
C  -2.713  0.180  2.058  0.0248
C  -3.273  1.502  2.663  -0.2052
C  -2.332  2.334  3.657  -0.0898
C  -4.690  1.994  2.265  -0.0301
C  -5.504  1.106  1.293  -0.0158
C  -4.937  -0.203  0.696  -0.0721
C  -5.828  -1.092  -0.304  -0.3315
C  -5.851  -0.554  -1.823  -0.0731
C  -7.370  -1.021  0.229  -0.1106
C  -2.298  -0.964  -2.123  -0.0038
C  -3.148  -2.155  -2.833  -0.3810
O  -3.215  -2.200  -4.093  0.0726
O  -3.802  -3.199  -2.131  0.0397
C  0.325  -0.720  -1.204  -0.2451
C  1.325  -1.463  -0.185  -0.1129
O  1.354  -0.831  1.148  -0.1764
C  1.709  -1.914  2.055  -0.2374
C  2.098  -1.411  3.528  -0.1920
C  0.709  -1.192  4.341  -0.1203
C  -0.139  0.725  -0.691  -0.1489
C  1.017  1.796  -0.458  -0.1571
C  2.538  1.580  -0.592  -0.0203
C  3.496  2.749  -0.272  -0.0512
C  3.025  4.166  0.189  -0.0377
C  1.501  4.390  0.333  -0.2176
C  0.819  5.764  0.841  -0.1006
C  0.543  3.224  0.005  0.0058
H  1.934  -3.624  -3.023  0.1234
H  2.336  -1.025  -4.310  0.0926
H  3.058  -0.551  -2.697  0.0875
H  -1.034  -1.632  1.120  0.1082
H  -1.450  -3.167  0.234  0.1519
H  -1.660  -0.125  2.366  0.0768
H  -1.293  1.827  3.619  0.0681
H  -2.741  2.436  4.715  0.0806
H  -2.167  3.364  3.156  0.0830
H  -5.109  2.970  2.668  0.0926
H  -6.547  1.423  0.974  0.0910
H  -5.553  -2.202  -0.289  0.1265
H  -5.031  0.226  -1.958  0.0766
H  -5.750  -1.459  -2.521  0.0831
H  -6.867  -0.073  -2.048  0.0794
H  -8.025  -1.856  -0.193  0.0847
H  -7.801  -0.002  -0.108  0.0687
H  -7.350  -0.990  1.370  0.0797
H  -1.937  -0.325  -3.016  0.1006
H  -3.059  -0.312  -1.580  0.1100
H  -3.194  -3.669  -1.514  0.1095
H  2.414  -1.496  -0.522  0.1240
H  1.024  -2.563  0.023  0.1407
H  0.855  -2.684  2.191  0.1266
H  2.611  -2.479  1.620  0.1323
H  2.636  -2.277  4.072  0.1115
H  2.792  -0.508  3.554  0.1139
H  0.542  -0.066  4.408  0.0648
H  0.729  -1.697  5.377  0.0787
H  -0.179  -1.667  3.785  0.0636
H  -0.637  0.557  0.341  0.1162
H  -0.935  1.235  -1.334  0.1009
H  2.949  0.564  -0.888  0.0638
H  4.631  2.592  -0.345  0.0787
H  3.725  5.020  0.453  0.0869
H  -0.250  5.894  0.439  0.0779
H  1.483  6.677  0.693  0.0714
H  0.692  5.648  1.987  0.0816
H  -0.589  3.408  0.117  0.1063
O  5.194  -0.525  -1.611  0.1155
C  6.247  -0.128  -1.194  -0.5159
O  6.519  0.084  0.121  0.0676
C  7.916  0.326  0.224  -0.1277
C  8.276  0.812  -1.146  -0.1285
O  7.318  0.167  -1.975  0.0777
H  8.126  1.066  0.998  0.1378
H  8.418  -0.611  0.483  0.1378
H  8.161  1.895  -1.250  0.1371
H  9.290  0.533  -1.435  0.1381



ORCA calculation (wB97M-V/def2-TZVPD) on a molecular structure, C34H44N8PS2Ti.

## Properties
Total energy ... -101967.177 eV
HOMO level ... -10.4 eV
Charge ... +1

Last column: Löwdin charge in e.
Geometry (Å):
Ti  0.614  -0.376  -0.348  0.7479
N  3.454  2.679  1.077  0.0900
C  2.387  1.854  0.975  -0.8066
S  2.758  0.195  0.539  0.7187
N  1.218  2.362  1.183  -0.0076
N  0.139  1.491  1.056  -0.0593
C  -0.933  2.061  1.468  -0.0803
C  -2.296  1.510  1.538  -0.2830
C  -3.348  2.417  1.437  -0.0191
C  -4.648  1.944  1.505  -0.0439
C  -4.847  0.590  1.702  -0.0358
C  -3.733  -0.231  1.825  -0.1375
N  -2.483  0.205  1.743  0.1129
H  4.379  2.290  1.091  0.0862
H  3.306  3.597  1.462  0.1077
H  -0.826  3.095  1.793  0.1311
H  -3.143  3.472  1.308  0.1183
H  -5.487  2.623  1.420  0.1150
H  -5.841  0.171  1.772  0.1133
H  -3.860  -1.294  1.999  0.1058
C  2.605  -2.138  3.262  -0.1128
C  2.135  -2.855  1.997  -0.5267
C  2.247  -4.373  2.139  -0.0834
P  0.483  -2.257  1.409  1.0705
C  -0.726  -2.280  2.796  -0.5060
C  -0.793  -3.538  3.665  -0.0894
C  -0.509  -1.057  3.699  -0.1203
C  0.046  -3.472  0.131  -0.3025
C  -0.678  -4.647  0.295  -0.0347
C  -0.813  -5.572  -0.731  -0.2593
C  -1.612  -6.832  -0.549  -0.0381
C  -0.163  -5.308  -1.935  -0.0117
C  0.539  -4.134  -2.136  0.0031
C  0.610  -3.183  -1.120  -0.2938
N  1.184  -1.906  -1.326  -0.1026
C  2.008  -1.714  -2.492  -0.2404
C  3.385  -1.959  -2.426  -0.1978
C  4.025  -2.555  -1.203  -0.0330
C  4.160  -1.695  -3.546  0.0022
C  3.605  -1.233  -4.735  -0.2551
C  4.475  -0.950  -5.927  -0.0410
C  2.227  -1.080  -4.794  -0.0025
C  1.409  -1.322  -3.696  -0.2135
C  -0.084  -1.219  -3.848  -0.0139
H  3.669  -2.332  3.406  0.0893
H  2.085  -2.510  4.145  0.0686
H  2.467  -1.059  3.204  0.0512
H  2.791  -2.547  1.180  0.0434
H  1.580  -4.761  2.909  0.0702
H  3.268  -4.625  2.431  0.0889
H  2.027  -4.891  1.206  0.0721
H  -1.676  -2.146  2.270  0.0804
H  0.113  -3.658  4.258  0.0689
H  -0.951  -4.457  3.108  0.0551
H  -1.623  -3.428  4.366  0.0903
H  0.291  -1.239  4.415  0.0675
H  -1.421  -0.861  4.264  0.0861
H  -0.273  -0.159  3.133  0.0413
H  -1.150  -4.861  1.243  0.0952
H  -2.054  -6.880  0.445  0.0775
H  -0.986  -7.716  -0.684  0.0867
H  -2.420  -6.888  -1.280  0.0867
H  -0.225  -6.029  -2.742  0.1243
H  1.014  -3.940  -3.089  0.1235
H  4.159  -1.815  -0.414  0.0260
H  5.008  -2.951  -1.451  0.0886
H  3.423  -3.375  -0.805  0.0780
H  5.228  -1.878  -3.496  0.1259
H  5.040  -1.837  -6.215  0.0870
H  5.199  -0.164  -5.703  0.0848
H  3.884  -0.633  -6.784  0.0765
H  1.767  -0.773  -5.727  0.1194
H  -0.340  -0.927  -4.865  0.0888
H  -0.522  -0.498  -3.161  0.0367
H  -0.568  -2.175  -3.639  0.0844
S  -3.546  -2.212  -1.227  0.7029
C  -2.252  -1.357  -0.926  -0.9173
N  -1.285  -0.703  -0.700  -0.0565
C  -1.607  2.033  -2.091  0.0157
C  -0.141  2.040  -2.334  -0.3504
N  0.788  1.253  -1.800  -0.0069
C  1.997  1.610  -2.385  -0.1271
C  1.790  2.611  -3.265  -0.0414
N  0.436  2.870  -3.217  0.1284
H  -1.830  1.867  -1.043  0.0491
H  -2.083  1.231  -2.659  0.0895
H  -2.043  2.982  -2.402  0.0941
H  2.915  1.109  -2.130  0.0935
H  2.462  3.154  -3.904  0.1232
H  -0.055  3.568  -3.750  0.1688